Record 1
DFT (ωB97M-V/def2-TZVPD) results for a structure of composition C28H42BrFeN3P2.

Structure (XYZ):
```
77
Properties=species:S:1:pos:R:3:lowdin_spin:R:1
C -0.80336 7.14020 -3.50549 0.05
C -0.98838 5.76352 -3.75493 -0.01
C -1.29013 5.37997 -5.07770 0.05
C -1.40822 6.36491 -6.06674 0.08
N -1.23646 7.65728 -5.80000 0.72
C -0.94159 8.05003 -4.56274 0.08
C -0.88867 4.77681 -2.70652 0.01
C -0.83244 3.91272 -1.84452 -0.01
C -0.67350 2.94897 -0.79319 0.00
C 0.42927 3.09642 0.07129 -0.01
C 0.65332 2.17959 1.09590 -0.01
C -0.20759 1.09753 1.26363 -0.21
C -1.33818 0.94994 0.45415 -0.02
C -1.56051 1.86812 -0.58272 -0.01
Fe 0.01862 0.00931 2.89912 3.14
P 1.84056 -1.17582 1.70644 -0.08
H -1.44207 4.33614 -5.34462 0.01
H -0.56400 7.51430 -2.51203 0.01
H -1.64941 6.09209 -7.09731 0.02
H -0.81075 9.12291 -4.39731 0.02
H -2.42346 1.75652 -1.23789 0.00
H 1.10991 3.93503 -0.05859 0.00
H -2.03968 0.13508 0.63233 0.00
H 1.51142 2.33418 1.74916 0.00
C 2.16016 -2.82620 2.43235 -0.02
C 3.12469 -3.80323 1.73475 -0.01
H 1.15676 -3.27672 2.51950 0.00
H 2.49377 -2.65189 3.46816 0.00
H 3.33580 -4.63958 2.41353 0.00
H 2.68865 -4.23278 0.82590 0.00
H 4.08855 -3.34990 1.47807 0.00
C 1.61806 -1.41684 -0.10113 0.00
C 2.65717 -0.77244 -1.01048 0.00
H 0.63074 -0.98078 -0.31826 0.00
H 1.53004 -2.49477 -0.31476 0.00
H 2.39679 -0.95784 -2.06041 0.00
H 2.70510 0.31671 -0.88143 0.00
H 3.66213 -1.18273 -0.85888 0.00
C 3.29311 -0.10638 2.01610 0.00
C 4.65193 -0.79275 1.96812 0.00
H 3.15194 0.35128 3.00873 0.00
H 3.24719 0.72985 1.30249 0.00
H 5.43788 -0.03917 2.10615 0.00
H 4.76064 -1.52797 2.77529 0.00
H 4.84513 -1.28341 1.00638 0.00
Br -1.51272 -1.66909 3.26409 0.16
P -2.83435 -3.73365 -1.53804 0.00
C -0.99927 -3.81052 -1.43648 0.00
C -0.47250 -5.23376 -1.59572 0.00
H -0.72053 -3.39168 -0.45854 0.00
H -0.61267 -3.15558 -2.23165 0.00
H 0.59265 -5.21126 -1.85150 0.00
H -0.57544 -5.80931 -0.66793 0.00
H -0.99238 -5.77718 -2.39449 0.00
C -3.26104 -3.44939 0.22621 0.00
C -4.66804 -3.96112 0.51652 0.00
H -3.15440 -2.38169 0.46496 0.00
H -2.51465 -4.00581 0.81063 0.00
H -4.78953 -4.13716 1.58996 0.00
H -5.43842 -3.24215 0.21708 0.00
H -4.86252 -4.90544 -0.00751 0.00
C -3.05350 -2.03358 -2.20152 0.00
C -3.29747 -2.03899 -3.70958 0.00
H -2.15053 -1.46077 -1.94511 0.00
H -3.91382 -1.60488 -1.66661 0.00
H -3.76133 -1.09461 -4.01376 0.00
H -2.36308 -2.14121 -4.27364 0.00
H -3.96940 -2.85220 -4.00991 0.00
N 1.93925 2.51593 5.52791 0.01
C 1.06597 1.89804 6.41001 0.00
C 0.25764 1.10148 5.66220 0.01
N 0.68692 1.16929 4.33310 0.05
C 1.71338 2.04406 4.30139 0.02
H 2.68844 3.15748 5.75605 0.00
H 1.11280 2.07527 7.45969 0.00
H -0.56050 0.47758 5.97014 0.00
H 2.32010 2.35365 3.45213 0.00
```

Results
- Total charge: +2
- Expectation value of S²: 6.33
- Relative energy (zero: lowest compared OMol25 entry of this formula, charge and spin): 0.00 kJ/mol
- HOMO (alpha / beta): -11.5 / -11.5 eV
- 2S+1: 5
- LUMO (alpha / beta): -6.75 / -10.03 eV

Record 2
DFT (ωB97M-V/def2-TZVPD) results for a structure of composition C28H42FeN6O7P.

Structure (XYZ):
```
85
Properties=species:S:1:pos:R:3:lowdin_spin:R:1
Fe -0.01638 -0.71181 0.04034 0.93
C -2.62611 -1.17419 -3.39108 0.00
C -1.78719 -0.69840 -2.25615 0.00
N -1.06379 -1.45608 -1.53233 -0.02
C -0.98696 -2.88786 -1.80861 0.00
C -0.33106 -3.51785 -0.61973 0.00
N 0.85660 -2.69167 -0.36077 0.03
C 1.76664 -3.22953 0.65953 0.00
C 1.27618 -2.89422 2.04766 0.00
N 0.73919 -1.53383 2.05835 0.07
C 1.63451 -0.54397 2.66985 0.00
C 0.87659 0.75468 2.75861 0.00
N 0.26543 1.00440 1.45487 0.03
C -0.47152 2.02500 1.27220 0.00
C -0.76106 3.11192 2.25425 0.00
C -1.09256 2.04866 -0.06968 0.00
C -1.55539 3.18743 -0.70572 0.00
C -2.10676 3.06081 -1.96985 0.00
C -2.22572 1.79924 -2.53789 0.00
C -1.74736 0.71227 -1.83172 0.00
N -1.17405 0.84020 -0.63210 -0.02
H -3.22003 -2.03070 -3.06888 0.00
H -1.99825 -1.50365 -4.22298 0.00
H -3.30602 -0.40567 -3.74558 0.00
H -0.36942 -3.02404 -2.70457 0.00
H -1.96472 -3.32616 -1.99649 0.00
H -0.09132 -4.56654 -0.81112 0.00
H -0.99106 -3.46952 0.24437 0.00
H 1.38268 -2.58435 -1.22393 0.00
H 2.75019 -2.78978 0.48471 0.00
H 1.87194 -4.31278 0.56180 0.00
H 2.10732 -2.99789 2.74741 0.00
H 0.50078 -3.58810 2.37300 0.00
H -0.16088 -1.51444 2.52097 0.00
H 2.51160 -0.43636 2.02985 0.00
H 1.97920 -0.84336 3.66337 0.00
H 1.54721 1.56206 3.05832 0.00
H 0.08728 0.68983 3.51616 0.00
H -0.60394 2.78687 3.27797 0.00
H -1.79148 3.45151 2.15542 0.00
H -0.10736 3.97031 2.06711 0.00
H -1.47112 4.15404 -0.22747 0.00
H -2.45875 3.93402 -2.50322 0.00
H -2.67748 1.67048 -3.51117 0.00
C 5.91482 1.07767 -0.80102 0.00
C 4.84206 0.04215 -1.01368 0.00
O 3.67278 0.67152 -1.61035 0.00
P 2.19898 0.53079 -1.01721 0.00
O 1.60385 1.97507 -1.38947 0.00
C 2.30250 3.21819 -1.11105 0.00
C 2.53534 3.96020 -2.40219 0.00
O 1.43725 -0.35377 -2.13867 0.00
C 1.56424 -0.12773 -3.57642 0.00
C 2.43699 -1.19426 -4.18980 0.00
H 6.81708 0.59997 -0.41900 0.00
H 5.59613 1.83540 -0.08407 0.00
H 6.16066 1.57056 -1.74150 0.00
H 4.55315 -0.43610 -0.07299 0.00
H 5.16736 -0.73459 -1.70418 0.00
H 3.24709 3.00641 -0.60803 0.00
H 1.66815 3.78536 -0.42815 0.00
H 3.16327 3.37188 -3.07198 0.00
H 3.04171 4.90529 -2.20095 0.00
H 1.59082 4.17359 -2.90402 0.00
H 1.96350 0.87101 -3.74438 0.00
H 0.54795 -0.15937 -3.97143 0.00
H 3.41761 -1.20909 -3.71417 0.00
H 2.58089 -0.98846 -5.25108 0.00
H 1.98616 -2.18441 -4.09786 0.00
O -3.14087 -2.09487 -0.00312 0.00
C -2.72609 -1.46387 0.94519 0.00
O -1.49934 -0.97998 1.10032 -0.03
C -3.56728 -1.15810 2.14881 0.00
C -4.76902 -1.82729 2.35841 0.00
C -5.54208 -1.53771 3.47475 0.00
C -5.13149 -0.57527 4.38775 0.00
C -3.93856 0.08028 4.15020 0.00
C -3.15240 -0.18976 3.05268 0.00
N -3.47016 1.11479 5.09954 0.00
O -2.40415 1.66292 4.84782 0.00
O -4.15518 1.35073 6.06182 0.00
H -5.08854 -2.57268 1.64189 0.00
H -6.47444 -2.06119 3.63671 0.00
H -5.71679 -0.33409 5.26362 0.00
H -2.22955 0.34786 2.91221 0.00
```

Results
- Total charge: +2
- Expectation value of S²: 0.91
- Relative energy (zero: lowest compared OMol25 entry of this formula, charge and spin): 83.72 kJ/mol
- HOMO (alpha / beta): -14.4 / -14.4 eV
- 2S+1: 2
- LUMO (alpha / beta): -6.63 / -6.51 eV

> Which of these has the highest relative energy (zero: lowest compared OMol25 entry of this formula, charge and spin)?

C28H42FeN6O7P

> 2S+1 of number 1 (C28H42BrFeN3P2)?

5

> What is the relative energy (zero: lowest compared OMol25 entry of this formula, charge and spin) in the first record?

0.00 kJ/mol